{"formula": "C72H198N18O18", "method": "wB97M-V/def2-TZVPD", "total_charge": 0, "e_lumo_ev": 0.44, "de_lowest_kcal_mol": 130.7, "gap_ev": 8.6, "e_homo_ev": -8.20, "symbols": ["C", "C", "C", "O", "C", "N", "H", "H", "H", "H", "H", "H", "H", "H", "H", "H", "H", "C", "C", "C", "O", "C", "N", "H", "H", "H", "H", "H", "H", "H", "H", "H", "H", "H", "C", "C", "C", "O", "C", "N", "H", "H", "H", "H", "H", "H", "H", "H", "H", "H", "H", "C", "C", "C", "O", "C", "N", "H", "H", "H", "H", "H", "H", "H", "H", "H", "H", "H", "C", "C", "C", "O", "C", "N", "H", "H", "H", "H", "H", "H", "H", "H", "H", "H", "H", "C", "C", "C", "O", "C", "N", "H", "H", "H", "H", "H", "H", "H", "H", "H", "H", "H", "C", "C", "C", "O", "C", "N", "H", "H", "H", "H", "H", "H", "H", "H", "H", "H", "H", "C", "C", "C", "O", "C", "N", "H", "H", "H", "H", "H", "H", "H", "H", "H", "H", "H", "C", "C", "C", "O", "C", "N", "H", "H", "H", "H", "H", "H", "H", "H", "H", "H", "H", "C", "C", "C", "O", "C", "N", "H", "H", "H", "H", "H", "H", "H", "H", "H", "H", "H", "C", "C", "C", "O", "C", "N", "H", "H", "H", "H", "H", "H", "H", "H", "H", "H", "H", "C", "C", "C", "O", "C", "N", "H", "H", "H", "H", "H", "H", "H", "H", "H", "H", "H", "C", "C", "C", "O", "C", "N", "H", "H", "H", "H", "H", "H", "H", "H", "H", "H", "H", "C", "C", "C", "O", "C", "N", "H", "H", "H", "H", "H", "H", "H", "H", "H", "H", "H", "C", "C", "C", "O", "C", "N", "H", "H", "H", "H", "H", "H", "H", "H", "H", "H", "H", "C", "C", "C", "O", "C", "N", "H", "H", "H", "H", "H", "H", "H", "H", "H", "H", "H", "C", "C", "C", "O", "C", "N", "H", "H", "H", "H", "H", "H", "H", "H", "H", "H", "H", "C", "C", "C", "O", "C", "N", "H", "H", "H", "H", "H", "H", "H", "H", "H", "H", "H"], "coordinates": [[33.131860, 2.223000, 5.367850], [33.821240, 1.353590, 4.315600], [33.156390, -0.010640, 4.099880], [33.998380, -0.792910, 3.262560], [33.487150, -2.073040, 3.094890], [33.783450, 2.139110, 3.109480], [33.744760, 3.114060, 5.503740], [33.045680, 1.628520, 6.277400], [32.133010, 2.539290, 5.067250], [34.799240, 1.211250, 4.775330], [32.232290, 0.184740, 3.555850], [32.903270, -0.519410, 5.030030], [33.152890, -2.525700, 4.028410], [34.189660, -2.715410, 2.563900], [32.569080, -2.014660, 2.510220], [34.525550, 2.815130, 2.998240], [33.872910, 1.556330, 2.289440], [29.006750, 1.294250, 5.286470], [28.028760, 1.502000, 4.091090], [26.582460, 1.882710, 4.603190], [25.728530, 2.149060, 3.520490], [24.399560, 2.300910, 3.861340], [28.560300, 2.613540, 3.299190], [28.888720, 0.258360, 5.604430], [28.938530, 2.126290, 5.987300], [30.014470, 1.410610, 4.887640], [27.884440, 0.777450, 3.289650], [26.511540, 2.715960, 5.302310], [26.258820, 0.962410, 5.089400], [24.310690, 2.773400, 4.839570], [24.004300, 1.285110, 3.865600], [23.717830, 2.947120, 3.308380], [28.820120, 3.321140, 3.971420], [27.677700, 2.936590, 2.929390], [27.370630, 12.476870, 6.345850], [26.590310, 11.546940, 5.457300], [25.381470, 10.845810, 6.182320], [25.815120, 9.818510, 7.137610], [26.187210, 8.593090, 6.520660], [26.180470, 12.254930, 4.252350], [28.229120, 12.816700, 5.766520], [27.687550, 12.052430, 7.298480], [26.670030, 13.287280, 6.547110], [27.268940, 10.747660, 5.159440], [24.860520, 10.371570, 5.350570], [24.745610, 11.546670, 6.723240], [25.393590, 8.184520, 5.895100], [26.443280, 8.019170, 7.411250], [27.062330, 8.767020, 5.894560], [25.668690, 11.732360, 3.555860], [25.561410, 13.042230, 4.382820], [35.220370, 4.509400, 0.882000], [35.486210, 5.227210, 2.193260], [34.237330, 6.067880, 2.747310], [33.926870, 7.061720, 1.866170], [32.878100, 7.871500, 2.344100], [35.972210, 4.216520, 3.144420], [34.919150, 5.215350, 0.108050], [34.308470, 3.916220, 0.950340], [36.068670, 4.000460, 0.424310], [36.260460, 5.992680, 2.141530], [34.494060, 6.467040, 3.728570], [33.397190, 5.397160, 2.927330], [32.800940, 8.676050, 1.612770], [33.168040, 8.310130, 3.298890], [31.944240, 7.309420, 2.352090], [36.973280, 4.193950, 3.012350], [35.849110, 4.544340, 4.091770], [25.521690, 4.342750, -3.497590], [25.126210, 3.313390, -2.438360], [24.621670, 3.930840, -1.076760], [24.506580, 2.996960, 0.031730], [25.720710, 2.466010, 0.452300], [24.079310, 2.480520, -2.900490], [24.749170, 5.105880, -3.592150], [25.713450, 3.898560, -4.474340], [26.398550, 4.870380, -3.122340], [25.932810, 2.603680, -2.254480], [23.708870, 4.405150, -1.437200], [25.213450, 4.792060, -0.766620], [25.640870, 1.578370, 1.079850], [26.210370, 3.263350, 1.011390], [26.474840, 2.207510, -0.291040], [23.407750, 3.141590, -3.263920], [23.613230, 2.076410, -2.100760], [21.374260, 1.761800, 7.784640], [20.704950, 2.918450, 6.966650], [21.663180, 3.768340, 6.139510], [22.753070, 4.228910, 6.935290], [23.454110, 5.358960, 6.372310], [19.622010, 2.317160, 6.147800], [22.168500, 2.147590, 8.423740], [21.884280, 1.050680, 7.134790], [20.641690, 1.235900, 8.396910], [20.331720, 3.450340, 7.841800], [21.032640, 4.550340, 5.716440], [22.053560, 3.131130, 5.345990], [23.996460, 4.945390, 5.522060], [24.327970, 5.551860, 6.994610], [22.986420, 6.327450, 6.195100], [18.849420, 2.967650, 6.139660], [19.901730, 2.159380, 5.190220], [30.972190, 5.270880, 18.272490], [30.520880, 6.499860, 17.565670], [29.222430, 6.329230, 16.741850], [29.323480, 5.326550, 15.747880], [30.319400, 5.461620, 14.790210], [30.337710, 7.504720, 18.501240], [30.272850, 4.722450, 18.903570], [31.703720, 5.471090, 19.055350], [31.323120, 4.524530, 17.559810], [31.263690, 6.920250, 16.887720], [28.816070, 7.288170, 16.420280], [28.438370, 6.037930, 17.440770], [31.164240, 4.868790, 15.140780], [30.589030, 6.467500, 14.468360], [30.119890, 4.897320, 13.879240], [29.756890, 7.338270, 19.310580], [30.141980, 8.343320, 17.973460], [31.462990, 10.946140, 17.567790], [30.353080, 10.868650, 16.503350], [30.881700, 10.284380, 15.152170], [31.808750, 11.194760, 14.660370], [32.456580, 10.796710, 13.527600], [29.359150, 9.977050, 17.072920], [32.232560, 11.654820, 17.261780], [31.925130, 9.994180, 17.829130], [30.984240, 11.333030, 18.467350], [29.850380, 11.828770, 16.386890], [29.993340, 10.207150, 14.525310], [31.336830, 9.345640, 15.467990], [32.949620, 9.866140, 13.808780], [33.261160, 11.504150, 13.326880], [31.689390, 10.626720, 12.772210], [28.938250, 10.452510, 17.858340], [28.602220, 9.829410, 16.420720], [30.047960, 7.500520, 5.069390], [30.045170, 6.084080, 5.557680], [29.376410, 5.906820, 6.951050], [30.008920, 6.746560, 7.947050], [29.383300, 6.549000, 9.212910], [29.387600, 5.227980, 4.564960], [29.041060, 7.856080, 4.850690], [30.664080, 7.650100, 4.182760], [30.284660, 8.230610, 5.843360], [31.066730, 5.713310, 5.641610], [29.393680, 4.891950, 7.348340], [28.327040, 6.196010, 6.893700], [29.847370, 7.128960, 10.010650], [29.334410, 5.514640, 9.553210], [28.368410, 6.946360, 9.198450], [28.687720, 5.722550, 4.030470], [30.130930, 4.944880, 3.942520], [26.877580, 8.020910, 0.315840], [26.088910, 8.439450, 1.541940], [26.845310, 8.300480, 2.890550], [27.085970, 6.945650, 3.319010], [25.945790, 6.109690, 3.311350], [25.720350, 9.824130, 1.403390], [27.225770, 6.995390, 0.439070], [27.756170, 8.659440, 0.223990], [26.305930, 8.190870, -0.596530], [25.182950, 7.833400, 1.548910], [26.259540, 8.824840, 3.645540], [27.747300, 8.904260, 2.790690], [25.105450, 6.590320, 3.812290], [26.259130, 5.269190, 3.930590], [25.659750, 5.785830, 2.310650], [25.311590, 10.024630, 0.501830], [26.579830, 10.354270, 1.422040], [30.227210, 11.666570, 0.734260], [29.297270, 11.364010, 1.850310], [29.930400, 11.516970, 3.244820], [31.061200, 10.702920, 3.447100], [31.655440, 10.900850, 4.705740], [28.187100, 12.366140, 1.686970], [31.298150, 11.566100, 0.910600], [30.079600, 12.645900, 0.279050], [29.974450, 11.068720, -0.141410], [28.802780, 10.397680, 1.751370], [29.233250, 11.088840, 3.965100], [30.134630, 12.573110, 3.420800], [32.619300, 10.391900, 4.700430], [31.064380, 10.444570, 5.499820], [31.821220, 11.939060, 4.993380], [28.614710, 13.280150, 1.644270], [27.527240, 12.456020, 2.446320], [21.023210, 6.986650, 10.757120], [22.104910, 6.292910, 9.846700], [23.543090, 6.391730, 10.309190], [23.948720, 7.773030, 10.173140], [25.350090, 7.868060, 10.416430], [21.646510, 4.876740, 9.691220], [21.466270, 7.974520, 10.883290], [20.916830, 6.671220, 11.795040], [20.038950, 7.075180, 10.297240], [22.069940, 6.711580, 8.840930], [24.078110, 5.715630, 9.642290], [23.587620, 5.956150, 11.307380], [25.642250, 7.481500, 11.392810], [25.617530, 8.923330, 10.470950], [25.893570, 7.411270, 9.589350], [22.115880, 4.514810, 8.873430], [20.669910, 4.938340, 9.441130], [31.455610, 2.985560, 0.635580], [31.100180, 4.235150, 1.371270], [29.767250, 4.979050, 0.964640], [29.654280, 5.362330, -0.447210], [30.590030, 6.300020, -0.853830], [31.171610, 3.926660, 2.762550], [32.499830, 2.684670, 0.720360], [31.233920, 3.119200, -0.423230], [30.889730, 2.097570, 0.917280], [31.907320, 4.931460, 1.143710], [29.532430, 5.857210, 1.566140], [28.980050, 4.281080, 1.249670], [31.608000, 6.273440, -0.465070], [30.357720, 7.268560, -0.411040], [30.768660, 6.303070, -1.929090], [30.460350, 3.221790, 2.894310], [32.030310, 3.416680, 2.913050], [25.638960, 5.238310, 15.730580], [25.344820, 5.570450, 14.305350], [26.345690, 4.925330, 13.293360], [25.927510, 4.990130, 11.868250], [26.868780, 4.384090, 10.935820], [24.019050, 5.044270, 14.004530], [25.028590, 5.856930, 16.388490], [26.681690, 5.490660, 15.923280], [25.523390, 4.187740, 15.997160], [25.309010, 6.646450, 14.134880], [26.417400, 3.880770, 13.596410], [27.372840, 5.274910, 13.397620], [26.473250, 4.561960, 9.935810], [26.856160, 3.294250, 10.922170], [27.921670, 4.665980, 10.944780], [23.924430, 5.027520, 12.999110], [24.055150, 4.079410, 14.300900], [28.633510, 1.027510, 12.723120], [30.126510, 0.882450, 13.113760], [30.929560, -0.211760, 12.338380], [32.168340, -0.360700, 12.980840], [32.075230, -1.211110, 14.116110], [30.749270, 2.215000, 12.852170], [28.192740, 1.566470, 13.561790], [28.118470, 0.068980, 12.659450], [28.457970, 1.643980, 11.841510], [30.140510, 0.717490, 14.191120], [31.165060, 0.099440, 11.320640], [30.313160, -1.110590, 12.322950], [31.249460, -1.055240, 14.810300], [32.959600, -1.138320, 14.749110], [32.032820, -2.233620, 13.740910], [30.638080, 2.520880, 11.896050], [31.752950, 2.104000, 12.872560], [33.820830, 6.211640, 6.492500], [34.674590, 6.843440, 7.636540], [33.738370, 7.758820, 8.485930], [34.481960, 8.460980, 9.453280], [33.808880, 8.736250, 10.607770], [35.224790, 5.885480, 8.524110], [33.296150, 6.881010, 5.810770], [33.015820, 5.579130, 6.866640], [34.357820, 5.415300, 5.977150], [35.451920, 7.501620, 7.248400], [32.970610, 7.077810, 8.853180], [33.236330, 8.466820, 7.826550], [34.628790, 9.118020, 11.216120], [33.481890, 7.799200, 11.058470], [33.024140, 9.490540, 10.550050], [36.037080, 5.608790, 7.991450], [35.648510, 6.465130, 9.234430], [32.453120, 5.148870, 11.233500], [33.068530, 3.688510, 10.896030], [32.309420, 2.981560, 9.760230], [30.992350, 2.742170, 10.200080], [30.159800, 2.062070, 9.255280], [34.405380, 3.951290, 10.623810], [32.347430, 5.830040, 10.389150], [33.066920, 5.645330, 11.985090], [31.442620, 5.075090, 11.635430], [33.031930, 3.042470, 11.773180], [32.775570, 2.046120, 9.450790], [32.211160, 3.731440, 8.975290], [30.563710, 1.154870, 8.805900], [29.909210, 2.781740, 8.475940], [29.174850, 1.888880, 9.688860], [34.837990, 4.424450, 11.404240], [34.451890, 4.582760, 9.836930], [29.747570, 10.149740, 8.917650], [29.539540, 11.080460, 10.177890], [29.085830, 10.335650, 11.446800], [29.883160, 9.215280, 11.611340], [29.351650, 8.165750, 12.501210], [30.771340, 11.867480, 10.315950], [30.486950, 9.392360, 9.178020], [30.080050, 10.690730, 8.031710], [28.815190, 9.646840, 8.661040], [28.702660, 11.704670, 9.864690], [28.051620, 10.030220, 11.288040], [29.040430, 10.989740, 12.317550], [30.165620, 7.440930, 12.514590], [28.531290, 7.700530, 11.954690], [29.122560, 8.603830, 13.472660], [31.466080, 11.138050, 10.389190], [30.700000, 12.293490, 11.228930]], "atomic_forces_ev_per_a": [[-0.4, -0.8, 0.1], [-0.5, 0.4, 1.0], [0.4, 1.0, -0.7], [0.5, 0.4, 0.8], [-0.9, -0.4, -0.5], [-0.2, -0.4, -1.4], [-0.1, 0.0, 0.3], [0.1, 0.4, 0.4], [0.0, 0.0, -0.1], [0.6, -0.4, -0.5], [-0.5, -0.1, 0.0], [0.2, -0.1, 0.2], [0.4, -0.2, 0.4], [0.1, 0.2, 0.2], [-0.2, -0.1, -0.4], [0.4, 0.1, 0.6], [0.0, -0.3, -0.1], [-0.4, -0.7, -2.0], [-0.5, 2.1, 0.5], [0.7, -1.6, 0.0], [1.3, 1.0, -1.6], [-1.0, -0.6, 1.4], [-0.7, -0.1, 0.1], [0.1, 0.3, 0.9], [-0.5, -0.4, 0.4], [0.1, -0.3, -0.2], [0.2, -1.2, 0.9], [0.5, 0.1, 0.3], [-0.5, -0.1, 0.5], [0.1, -0.4, 0.6], [-0.7, 0.0, 0.4], [0.8, 0.0, -1.2], [0.1, 0.6, 0.2], [0.1, 0.8, -1.0], [-0.4, 0.3, -0.2], [-0.8, -0.9, 0.6], [1.7, -0.8, -0.1], [-0.8, 1.4, -1.1], [0.4, 1.2, 0.7], [-0.1, 0.4, -0.6], [0.0, 0.3, 0.3], [-0.1, -0.2, -0.2], [0.4, 0.5, 0.2], [-0.1, -0.2, -0.3], [-0.6, -0.2, 0.2], [0.0, 0.0, 0.0], [-0.2, -0.3, 0.2], [0.0, -0.7, -0.5], [0.2, -0.4, -0.1], [0.2, -0.9, 0.0], [0.2, 0.3, 0.7], [-0.8, 1.3, -0.8], [-0.7, 1.0, 0.5], [1.5, -2.5, 0.2], [0.1, 0.5, -0.9], [0.4, 0.4, -0.9], [-0.2, 0.2, 0.3], [0.1, 0.5, 0.0], [0.4, -0.6, 0.3], [0.0, -0.4, 0.6], [0.1, 0.2, -0.7], [0.3, 0.2, 0.3], [-0.4, -0.3, -0.1], [-0.2, 0.1, 0.1], [-0.4, -0.1, 0.3], [-0.2, 0.0, 0.4], [0.2, -0.4, 0.1], [-0.1, 0.1, 0.3], [0.1, 0.1, 1.1], [0.9, -0.2, 1.5], [1.6, 0.3, -0.7], [-1.6, 0.3, -2.1], [1.6, 0.6, 0.5], [-1.5, -0.4, -1.1], [-0.3, 0.0, -0.1], [0.0, -0.1, 0.2], [0.2, 0.0, -0.3], [0.6, 0.5, 0.1], [-0.8, -0.5, 1.0], [0.6, 0.0, 0.3], [-0.7, 0.3, 0.0], [0.3, -0.1, 0.6], [-0.4, 0.0, -0.7], [-0.7, -0.2, -0.5], [0.0, -0.4, 0.2], [0.8, 0.4, -0.9], [0.5, -2.2, 1.3], [-0.2, -0.6, 0.6], [-0.6, 1.5, -0.2], [1.7, -1.6, 0.2], [0.2, 1.0, 0.8], [-0.1, 0.2, 0.2], [-0.2, -0.2, -0.2], [0.0, 0.1, -0.2], [-0.7, 0.8, -0.7], [0.4, 0.5, -0.2], [0.1, 0.0, -0.4], [-0.5, 0.5, -0.9], [-0.3, 0.1, 0.7], [-0.8, -0.4, -0.1], [-0.2, -0.1, -0.3], [0.2, 0.0, -0.1], [0.7, -1.7, 0.1], [-1.1, -0.6, -0.7], [0.5, -0.9, 0.6], [-1.6, 0.4, 0.0], [1.1, -1.0, -0.5], [0.4, 2.3, 1.4], [-1.1, 0.3, -0.4], [0.7, 0.4, -0.6], [0.3, -0.1, 0.1], [0.5, -0.6, -0.2], [0.5, 0.4, -0.8], [0.0, -0.6, 0.1], [0.8, 0.6, 0.1], [0.0, 0.3, 0.5], [-0.9, 0.0, -0.1], [-0.2, -0.1, -0.3], [-0.6, 0.6, 0.8], [-0.3, 0.9, -0.4], [0.8, -0.5, 0.3], [-0.8, 1.4, 2.3], [-0.8, 1.4, 1.7], [0.6, -1.1, -0.1], [-0.5, -0.6, -0.3], [0.0, 0.0, 0.1], [-0.2, -0.2, -0.3], [0.2, 0.1, 0.2], [0.7, 0.5, -0.5], [0.2, -0.5, -0.6], [0.0, -0.5, -0.6], [0.3, -0.6, -0.7], [-0.4, 0.2, -0.5], [0.6, 0.0, -0.8], [-0.1, -0.1, 0.3], [-0.2, -0.1, -0.2], [-0.4, 1.4, 0.6], [-0.7, -0.6, 0.5], [0.4, 1.0, 0.2], [-0.2, -0.6, 0.2], [-0.2, 0.7, -0.1], [0.0, -0.3, 1.0], [-0.4, -0.5, -0.5], [0.0, 0.0, 0.1], [0.8, -0.1, 0.2], [0.2, 0.0, 0.1], [0.2, -0.4, -0.5], [-0.4, 0.1, -0.2], [0.6, 0.1, -0.4], [0.2, -0.3, -0.3], [-0.5, -0.1, -0.2], [-0.1, 0.4, 0.0], [0.1, -0.3, -0.5], [0.7, -0.3, 0.6], [0.1, -0.4, -0.3], [-1.1, -0.4, -0.7], [0.5, 1.3, -0.7], [0.4, 0.1, 0.6], [-0.3, 0.9, 0.8], [0.0, -0.2, -0.5], [0.3, 0.0, 0.1], [-0.1, -0.4, 0.0], [-0.2, 0.0, 0.3], [-0.3, -0.1, 0.2], [0.6, -0.7, 0.2], [-0.2, 0.1, -0.1], [-0.2, -0.3, -0.2], [0.0, -0.1, 0.0], [-0.1, -0.1, -0.1], [0.2, 0.5, -0.1], [0.9, -0.2, -2.0], [-1.2, 1.5, 1.1], [-0.6, -1.2, 0.0], [0.9, 0.4, -0.7], [0.2, -0.5, 0.3], [0.4, -0.3, -0.1], [-0.1, -0.3, 0.3], [0.0, 0.4, 0.6], [0.2, -0.5, 0.0], [0.5, -0.2, 0.0], [-0.8, 0.8, 0.3], [0.1, 0.2, 0.2], [0.0, 0.0, -0.1], [-0.3, -0.1, 0.1], [-0.1, 0.3, -0.3], [0.1, 0.2, -0.2], [0.0, -0.6, 0.6], [1.9, 1.1, -0.4], [-2.4, -0.9, 0.4], [-1.3, 0.3, -0.4], [0.5, -1.5, 0.7], [-0.4, 0.9, 0.1], [0.9, 0.5, 0.4], [-0.5, 0.5, -0.1], [0.2, -0.9, -0.2], [0.1, -0.1, -0.1], [-0.1, 0.8, 0.0], [0.7, 0.1, -0.1], [0.4, 0.5, 0.2], [-0.1, -0.6, -0.1], [-0.2, 0.2, -0.4], [0.3, -0.3, 0.1], [0.1, -0.3, -0.1], [-0.2, -0.1, 0.1], [-0.7, -0.8, -2.1], [0.6, 1.3, -0.9], [0.4, -0.8, -0.4], [0.1, -1.8, 1.3], [1.1, 1.3, 0.6], [-0.4, 0.5, 1.1], [0.0, 0.4, 0.2], [0.2, -0.1, -0.3], [-0.3, 0.1, 0.4], [0.2, 0.3, 0.1], [0.6, 0.3, 0.3], [-0.4, -0.1, -0.8], [0.3, -1.3, 0.4], [-0.7, 0.7, -0.6], [-0.8, 0.1, 0.0], [-0.3, -0.3, 0.3], [0.6, -0.1, 0.2], [1.2, 0.7, 0.5], [-0.4, -0.5, -2.1], [0.3, -0.5, -0.3], [1.5, -0.2, 1.0], [-1.3, -0.3, -0.2], [-0.2, 0.2, 0.0], [-0.1, -0.2, 0.0], [0.1, 0.0, 0.2], [-0.2, -0.1, -0.3], [0.2, 0.2, 0.2], [-0.2, -0.4, -0.2], [0.1, 0.5, -0.1], [0.0, 0.7, 0.0], [-0.1, -0.3, 0.9], [-0.1, 0.6, 0.6], [-0.3, -0.1, -0.2], [-0.4, -0.3, 0.0], [0.5, -0.1, 0.9], [-0.1, 1.3, -2.1], [-1.0, 1.0, 1.0], [0.3, -0.4, 0.8], [0.6, -0.6, -0.1], [0.0, -0.4, 1.1], [-0.3, 0.1, -0.1], [0.0, 0.0, -0.2], [0.2, -0.3, -0.2], [0.3, -0.3, -0.1], [-0.3, 0.1, 0.0], [0.3, -0.6, -0.1], [-0.4, 0.4, -0.4], [0.3, 0.3, -0.4], [-0.2, -0.3, 0.2], [-0.6, -0.3, 0.0], [0.3, -0.2, 0.6], [0.1, -0.8, 0.8], [-2.8, 2.2, -0.8], [0.3, -0.4, -1.6], [0.4, -0.8, -2.0], [0.8, 0.1, 1.7], [1.1, -0.5, -0.3], [0.6, 0.3, -0.1], [-0.2, 0.3, 0.8], [0.6, 0.5, -0.5], [0.1, 0.1, -0.5], [-0.1, 0.2, 0.7], [-0.1, 0.2, -0.1], [-0.4, 0.3, 0.7], [-0.6, 0.1, 0.2], [-0.3, -0.1, -0.2], [0.4, -1.1, 0.3], [0.1, 0.0, 0.7], [-1.1, -1.6, 0.3], [-2.2, 1.7, 1.1], [0.0, 1.2, 0.4], [-0.8, -1.0, -0.4], [-0.3, 1.4, 0.0], [2.3, -0.8, -1.2], [0.4, -0.4, -0.4], [0.1, -0.2, 0.0], [-0.2, -0.1, 0.2], [-0.3, 0.2, 0.2], [0.3, 0.1, -0.2], [0.5, -0.2, -0.8], [0.3, 0.0, 0.3], [0.3, 0.0, -0.6], [0.3, -0.4, 0.5], [0.1, -0.1, 0.1], [0.4, 0.1, -0.3], [-0.3, 0.0, 1.4], [-0.2, -0.3, -1.7], [-0.7, -0.1, -1.3], [0.5, -1.3, 1.2], [1.1, 1.2, -1.9], [-0.8, -0.5, 0.2], [0.0, -0.1, -0.2], [0.0, 0.3, 0.3], [-0.1, -0.1, 0.0], [0.0, 0.5, 0.4], [-0.4, -0.2, -0.1], [0.4, 0.3, 0.3], [-0.1, 0.0, 0.5], [-0.5, 0.0, 0.5], [-0.2, -0.4, 0.0], [0.7, 0.2, 0.2], [0.5, 0.4, 0.2]], "lowdin_charge": [-0.0571, -0.4197, -0.1921, -0.1766, -0.1337, 0.0503, 0.0620, 0.0731, 0.0551, 0.1363, 0.1238, 0.1246, 0.0829, 0.0920, 0.0842, 0.0268, 0.0787, -0.0317, -0.3657, -0.1867, -0.2284, -0.1227, 0.0333, 0.0790, 0.0715, 0.0518, 0.1376, 0.1253, 0.1239, 0.0616, 0.1012, 0.0937, 0.0192, 0.0468, -0.0480, -0.4471, -0.1344, -0.1999, -0.0958, 0.0395, 0.0729, 0.0712, 0.0818, 0.1032, 0.1048, 0.1249, 0.0798, 0.0732, 0.0635, 0.0580, 0.0809, -0.0524, -0.3731, -0.2233, -0.1730, -0.0840, 0.0242, 0.0756, 0.0513, 0.0820, 0.1292, 0.0992, 0.1067, 0.0956, 0.0821, 0.0771, 0.0832, 0.0621, -0.0497, -0.4706, -0.1583, -0.1743, -0.1299, 0.0252, 0.0747, 0.0822, 0.0757, 0.1186, 0.1186, 0.1071, 0.0897, 0.0711, 0.0831, 0.0674, 0.0718, -0.0608, -0.4118, -0.1933, -0.2132, -0.0829, 0.0442, 0.0618, 0.0682, 0.0762, 0.1113, 0.1281, 0.1081, 0.0592, 0.0803, 0.0963, 0.0639, 0.0644, -0.0595, -0.4971, -0.1932, -0.1827, -0.1343, 0.0285, 0.0818, 0.0792, 0.0736, 0.1337, 0.1021, 0.1175, 0.0864, 0.0712, 0.0609, 0.0868, 0.0184, -0.0514, -0.4045, -0.1914, -0.1801, -0.1163, 0.0115, 0.0761, 0.0759, 0.0744, 0.1355, 0.1015, 0.1290, 0.0920, 0.1040, 0.0658, 0.0885, 0.0768, -0.0416, -0.3819, -0.1511, -0.1936, -0.1116, 0.0569, 0.0594, 0.0686, 0.0668, 0.1171, 0.1004, 0.1112, 0.0655, 0.0665, 0.0745, 0.0426, 0.0093, -0.0454, -0.4471, -0.1582, -0.2175, -0.0883, 0.0479, 0.0709, 0.0718, 0.0824, 0.1251, 0.0970, 0.1099, 0.0847, 0.0831, 0.0862, 0.0796, 0.0373, -0.0662, -0.3992, -0.1959, -0.1930, -0.1095, 0.0366, 0.0818, 0.0755, 0.0775, 0.0970, 0.1074, 0.1315, 0.0824, 0.0652, 0.0907, 0.0604, 0.0194, -0.0459, -0.3969, -0.1902, -0.1577, -0.1038, 0.0432, 0.0638, 0.0751, 0.0685, 0.1230, 0.1125, 0.1040, 0.0733, 0.0823, 0.0659, 0.0195, 0.0515, -0.0558, -0.4286, -0.1177, -0.1793, -0.1440, 0.0316, 0.0533, 0.0798, 0.0840, 0.1010, 0.1063, 0.1017, 0.0701, 0.0782, 0.0947, 0.0292, 0.0308, -0.0618, -0.4405, -0.1333, -0.2202, -0.0845, 0.0466, 0.0873, 0.0555, 0.0888, 0.1333, 0.1152, 0.1074, 0.0772, 0.0708, 0.0665, 0.0373, 0.0689, -0.0504, -0.3660, -0.1974, -0.1822, -0.1066, 0.0552, 0.0683, 0.0735, 0.0419, 0.1198, 0.1184, 0.1156, 0.0806, 0.0873, 0.0860, 0.0165, 0.0434, -0.0408, -0.4146, -0.1897, -0.1703, -0.1181, 0.0453, 0.0689, 0.0616, 0.0486, 0.1363, 0.1024, 0.1267, 0.0981, 0.0752, 0.0775, 0.0936, 0.0886, -0.0285, -0.4056, -0.1635, -0.2570, -0.0733, 0.0241, 0.0434, 0.0672, 0.0476, 0.1180, 0.1318, 0.1232, 0.0931, 0.0645, 0.0783, 0.0774, 0.0184, -0.0423, -0.3925, -0.2314, -0.2287, -0.0343, 0.0539, 0.0561, 0.0665, 0.0703, 0.1209, 0.1142, 0.1175, 0.0720, 0.0811, 0.0730, 0.0373, 0.0609]}